Molecular formula: CH9NO3
Method: DFT, wB97M-V/def2-TZVPD

```
! wB97M-V def2-TZVPD RIJCOSX def2/J DEFGRID3
* xyz 0 1
N -0.8916 -2.5821 1.1880
C -1.6902 -1.7030 0.3909
O -1.3356 -0.3181 0.4605
H 0.0694 -2.6008 0.8953
H -1.0209 -2.5325 2.1894
H -2.7335 -1.8406 0.6923
H -1.6222 -2.0471 -0.6422
H -1.0796 -0.2106 1.3827
O -1.4763 1.2737 -2.1064
H -1.0320 1.3282 -1.2476
H -1.5268 0.3247 -2.2517
O 4.6404 3.3053 -0.1758
H 4.7584 4.1349 0.2988
H 4.9407 3.4681 -1.0739
*
```

For the orbital gap, the calculation gives 10.8 eV. Its LUMO energy is 0.789 eV. For the molar mass, the calculation gives 83.09 g mol⁻¹. As for the SMILES: NCO.O.O. The HOMO energy is -0.3681 hartree. For the energy relative to the best compared isomer or geometry (same formula, charge and spin), the calculation gives 9.7 kcal per mole.

---

Molecular formula: C49H98N2O34
Method: DFT, wB97M-V/def2-TZVPD

```
! wB97M-V def2-TZVPD RIJCOSX def2/J DEFGRID3
* xyz 0 1
C 3.3829 -2.9297 3.7700
C 2.6684 -1.8753 4.6322
C 2.4452 -0.6721 3.6329
N 1.5431 0.4956 4.1367
C 1.8101 0.9724 5.5359
C 0.8980 2.1318 5.8828
C 1.1367 3.2899 4.9434
C 0.9927 2.8823 3.5257
C 1.8035 1.7191 3.2009
C 0.1355 -0.0734 3.9735
H 2.6878 -3.4031 3.0833
H 3.7998 -3.6996 4.4085
H 4.1847 -2.4406 3.2195
H 3.4004 -1.6930 5.4106
H 1.7426 -2.1651 5.0948
H 1.9000 -0.9429 2.7762
H 3.4518 -0.2268 3.3814
H 2.8864 1.2651 5.5400
H 1.6588 0.1216 6.1993
H 1.1790 2.3814 6.8817
H -0.1371 1.7717 6.0120
H 2.1708 3.5575 5.2080
H 0.4201 4.0638 5.3267
H 1.3179 3.6919 2.9395
H -0.0518 2.8283 3.2253
H 2.8764 1.9003 3.2720
H 1.6340 1.2255 2.2375
H -0.0260 -0.3589 2.8650
H -0.5225 0.5814 4.4762
H 0.1151 -1.0424 4.6204
C -2.9573 0.7893 1.2339
C -2.1714 -0.0076 0.2053
C -2.8536 -0.1129 -1.1150
C -3.0035 1.1642 -1.8825
C -1.6018 1.8154 -2.1146
C -0.7250 1.9825 -0.8958
N -0.6937 0.5854 -0.1620
O -0.0009 0.5842 1.0417
C -1.1697 3.1372 0.0116
C 0.6961 2.3372 -1.2712
C -1.9611 -1.3351 0.8418
H -2.4348 0.6499 2.1550
H -3.9464 0.2460 1.3025
H -3.0666 1.8496 1.0417
H -3.8392 -0.4225 -0.7629
H -2.4541 -0.9101 -1.7953
H -3.5253 1.8528 -1.2964
H -3.4540 1.0377 -2.8506
H -1.8379 2.7892 -2.6161
H -1.1521 1.1164 -2.8390
H -0.7026 4.0243 -0.4275
H -0.8629 2.9856 1.0572
H -2.2235 3.3773 -0.1166
H 1.1771 1.5621 -1.8023
H 1.3303 2.7973 -0.4481
H 0.6077 3.1211 -1.9722
H -1.5489 -1.1436 1.8566
H -1.2878 -1.9745 0.3737
H -2.8974 -1.8663 0.9242
C 2.1855 -1.1636 0.2496
O -0.2101 -0.2853 -1.0539
O 2.8003 -0.1688 0.0338
O 1.6642 -2.1913 0.4184
C -1.7841 -5.4506 2.3753
O -1.9268 -5.4251 3.8231
C -1.3936 -4.3533 4.4554
O -0.7598 -3.4202 3.9224
O -1.5986 -4.4248 5.7826
C -0.9453 -3.4691 6.5930
H -1.4801 -4.4792 2.0525
H -2.7003 -5.7830 1.9546
H -1.0176 -6.2621 2.0761
H -0.9568 -2.4642 6.0710
H 0.1341 -3.6899 6.8112
H -1.5160 -3.5659 7.5381
C -2.3442 6.6047 -1.9358
O -2.9786 5.4890 -2.5651
C -2.6732 5.3783 -3.8510
O -1.9428 6.1232 -4.4290
O -3.4405 4.4070 -4.3783
C -3.1984 4.0432 -5.7161
H -2.3479 7.5385 -2.5521
H -1.3460 6.2846 -1.8311
H -2.8541 6.7656 -0.9831
H -4.1475 3.5269 -5.8327
H -2.2942 3.3512 -5.8761
H -3.0528 4.8917 -6.4023
C -4.1291 -0.2231 6.3992
O -4.3160 1.1989 6.3049
C -3.5292 1.8626 5.5124
O -2.5957 1.3805 4.9160
O -3.9909 3.1324 5.3578
C -3.4053 4.0424 4.4305
H -3.0872 -0.4405 6.6251
H -4.3192 -0.7504 5.5129
H -4.7978 -0.5737 7.1900
H -2.4703 4.4077 4.7813
H -4.1070 4.8316 4.3453
H -3.2043 3.5000 3.4964
C -0.8937 -8.9402 -1.8623
O -0.0736 -8.7344 -0.7094
C 1.0786 -8.0629 -0.8314
O 1.5162 -7.4949 -1.8332
O 1.6559 -7.9612 0.3501
C 2.9124 -7.2888 0.4801
H -1.3949 -9.8991 -1.7921
H -0.2371 -8.9128 -2.6959
H -1.6335 -8.2118 -1.9563
H 3.2399 -7.4401 1.4869
H 2.8251 -6.2418 0.2105
H 3.5873 -7.7502 -0.2251
C -4.4590 -6.6071 -3.7752
O -4.0604 -5.6243 -2.7700
C -3.7266 -6.0998 -1.5989
O -3.6503 -7.3022 -1.3854
O -3.4434 -5.1659 -0.6879
C -3.3283 -3.7837 -1.1433
H -4.2303 -6.0938 -4.7081
H -5.4598 -7.0269 -3.5488
H -3.7154 -7.3097 -3.8458
H -2.8651 -3.5934 -2.0856
H -2.6472 -3.4142 -0.4121
H -4.2804 -3.2403 -1.1890
C 3.3039 1.2715 -5.9225
O 2.2622 0.4029 -6.4246
C 1.8181 -0.5071 -5.6463
O 0.9225 -1.3340 -5.8078
O 2.5148 -0.4723 -4.4408
C 2.0524 -1.3210 -3.4132
H 3.5733 1.8344 -6.7761
H 4.1272 0.7694 -5.5006
H 2.8848 1.8054 -5.1031
H 2.9443 -1.3796 -2.7590
H 1.6996 -2.2015 -3.7883
H 1.2228 -0.7615 -2.8653
C 6.4322 -2.9636 -3.3782
O 5.8136 -1.7942 -2.9274
C 5.8533 -0.6542 -3.7160
O 6.1854 -0.5926 -4.8419
O 5.3465 0.3847 -3.0151
C 5.2923 0.3073 -1.5414
H 6.4252 -3.1200 -4.4552
H 5.9421 -3.7401 -2.7128
H 7.4705 -3.0569 -3.1149
H 4.9590 -0.6000 -1.1293
H 4.6223 1.1202 -1.2682
H 6.2776 0.4012 -1.1080
C -0.1856 -4.1841 -1.7737
O -0.7952 -5.3485 -2.3334
C -0.8199 -5.4208 -3.6884
O -1.3143 -6.4024 -4.1789
O -0.3060 -4.3323 -4.3363
C -0.1071 -4.4713 -5.8302
H -0.7536 -3.2871 -2.0369
H 0.8726 -4.1121 -2.0868
H -0.1837 -4.2811 -0.6806
H 0.1122 -5.4954 -6.0418
H 0.6734 -3.7253 -5.9666
H -1.1099 -4.2147 -6.3009
C 0.9013 4.5652 -3.9692
O 2.1245 4.7717 -3.2929
C 2.0335 5.5395 -2.2202
O 1.0284 6.1126 -1.7755
O 3.2280 5.6478 -1.6114
C 3.3166 6.3424 -0.3245
H 0.0514 4.7264 -3.2843
H 0.9130 3.5381 -4.3142
H 0.7985 5.1937 -4.8126
H 2.8864 5.6601 0.4270
H 2.8026 7.2903 -0.1863
H 4.3886 6.4395 0.0249
C -0.2341 9.7405 -0.4032
O -0.9334 8.5564 0.1010
C -0.2394 7.6071 0.8052
O 0.9272 7.6324 1.0146
O -1.1080 6.7302 1.2567
C -0.5810 5.6440 2.0861
H 0.8309 9.6196 -0.3747
H -0.6159 10.6197 0.1353
H -0.6729 9.9455 -1.4033
H -0.3516 6.0753 3.1069
H 0.3061 5.2174 1.6258
H -1.4129 4.8959 2.1155
*
```

For the orbital gap, the calculation gives 6.9 eV. Its LUMO energy is -0.061 eV. For the molar mass, the calculation gives 1259.30 g mol⁻¹. The HOMO energy is -0.2550 hartree.